Formula: C33H84N4O11
Source: the OMol25 dataset
Level of theory: ωB97M-V/def2-TZVPD

```
132
Properties=species:S:1:pos:R:3:forces:R:3
C 8.969 -6.208 -13.869 0.088 -1.046 0.302
O 8.430 -7.258 -13.015 0.352 1.681 -0.556
C 7.041 -7.037 -12.729 0.841 -0.829 0.006
C 6.596 -8.166 -11.771 -0.093 2.380 -0.990
N 6.907 -7.926 -10.327 -1.573 -0.098 -2.531
C 6.325 -9.082 -9.687 0.850 -0.895 1.391
C 6.744 -9.172 -8.242 0.250 0.470 -0.161
O 6.295 -10.391 -7.756 0.195 -0.830 1.713
C 6.672 -10.611 -6.370 -0.578 -0.121 -1.094
H 8.766 -5.201 -13.503 -0.274 0.001 0.185
H 8.619 -6.315 -14.896 -0.408 0.073 -0.001
H 10.051 -6.317 -13.941 0.021 -0.226 0.368
H 6.483 -7.075 -13.665 -0.153 -0.499 -0.218
H 6.843 -6.022 -12.385 0.227 0.079 0.660
H 7.038 -9.082 -12.163 -0.035 -0.264 0.106
H 5.530 -8.147 -11.995 -0.298 -0.561 0.808
H 7.916 -7.893 -10.336 0.230 -0.380 0.726
H 6.739 -10.018 -10.063 0.045 -0.296 -0.562
H 5.248 -9.226 -9.773 -0.102 0.841 -0.280
H 6.415 -8.363 -7.589 -0.182 0.350 -0.122
H 7.831 -9.140 -8.307 0.486 0.000 0.529
H 6.269 -11.591 -6.117 0.217 0.047 0.041
H 6.233 -9.877 -5.694 -0.195 0.241 -0.118
H 7.752 -10.575 -6.229 0.144 -0.138 -0.176
C 9.183 -3.185 -17.238 -0.558 0.747 0.346
O 9.196 -4.446 -17.826 -1.087 -0.121 0.995
C 10.426 -4.860 -18.308 1.422 0.221 0.237
C 10.383 -6.344 -18.424 -0.035 -0.736 -0.254
N 9.228 -6.724 -19.186 -0.307 0.384 -1.368
C 9.430 -6.874 -20.614 -2.044 -1.052 -1.301
C 7.974 -6.967 -21.234 1.166 0.333 0.251
O 7.363 -5.699 -21.061 0.310 0.569 0.367
C 5.980 -5.643 -21.377 0.519 -1.309 0.146
H 9.711 -2.450 -17.846 0.203 0.114 0.000
H 9.532 -3.167 -16.205 0.691 -0.257 0.038
H 8.156 -2.839 -17.117 -0.233 -0.179 -0.460
H 11.272 -4.684 -17.644 -0.001 0.724 0.390
H 10.579 -4.293 -19.226 0.491 -0.333 -0.487
H 10.240 -6.812 -17.449 0.327 0.335 0.425
H 11.281 -6.791 -18.850 0.166 0.229 -0.046
H 8.629 -5.912 -19.149 -0.766 -0.097 0.426
H 9.950 -7.803 -20.851 0.006 -0.178 0.165
H 9.934 -6.101 -21.195 0.298 0.608 0.470
H 7.431 -7.766 -20.730 -0.178 -0.027 0.170
H 8.007 -7.189 -22.301 0.148 -0.157 -0.209
H 5.661 -4.621 -21.583 0.196 -0.129 -0.030
H 5.412 -6.098 -20.566 -0.270 0.292 0.351
H 5.824 -6.336 -22.204 -0.339 0.399 -0.586
C 6.390 -1.992 -19.796 1.179 -0.515 -0.998
O 6.357 -1.578 -21.173 -1.594 -0.784 0.520
C 7.095 -0.467 -21.597 0.945 -0.173 0.357
C 8.644 -0.674 -21.504 -0.437 0.348 -0.815
N 9.254 -1.567 -22.481 -0.240 -1.013 1.083
C 8.896 -3.000 -22.407 1.196 0.420 -1.283
C 9.784 -3.632 -23.522 -1.234 0.497 0.422
O 9.318 -3.146 -24.788 -0.523 -0.563 0.757
C 9.918 -3.754 -25.918 0.875 1.283 1.036
H 6.252 -1.223 -19.036 0.174 0.362 -0.261
H 7.345 -2.512 -19.722 0.325 0.190 0.838
H 5.677 -2.788 -19.585 -0.487 0.253 -0.569
H 6.761 0.426 -21.069 0.217 0.270 0.423
H 6.795 -0.302 -22.632 0.186 -0.156 -0.143
H 8.950 -1.013 -20.515 -0.285 -0.264 0.172
H 9.118 0.306 -21.567 -0.005 0.164 -0.303
H 9.340 -1.322 -23.457 -0.493 0.651 0.212
H 7.837 -3.225 -22.536 -0.086 0.032 -0.250
H 9.191 -3.464 -21.466 0.134 0.223 0.274
H 9.743 -4.719 -23.459 0.028 -0.209 -0.227
H 10.789 -3.259 -23.323 0.324 -0.206 -0.160
H 9.910 -4.844 -25.881 -0.584 -0.069 -0.353
H 10.965 -3.458 -25.862 0.450 -0.145 -0.441
H 9.480 -3.225 -26.765 -0.093 -0.761 -0.217
C 4.736 0.290 -17.124 0.849 -0.406 -0.294
O 3.575 -0.497 -17.198 0.657 0.554 0.975
C 3.063 -0.863 -15.922 -1.381 -0.474 -1.125
C 1.717 -1.413 -16.328 -1.149 -1.462 -0.267
N 1.765 -2.652 -17.195 1.435 0.514 1.386
C 0.499 -3.246 -17.568 -0.087 -0.159 -0.862
C 0.651 -4.554 -18.416 0.192 1.729 0.599
O 0.917 -4.229 -19.787 -1.114 0.924 2.437
C 1.306 -5.251 -20.638 0.142 0.509 -0.218
H 5.007 0.584 -18.138 -0.149 0.142 0.055
H 5.561 -0.308 -16.738 0.279 -0.178 0.091
H 4.689 1.165 -16.476 -0.544 0.171 -0.002
H 2.871 -0.037 -15.237 0.199 0.558 -0.247
H 3.606 -1.600 -15.329 0.679 -0.191 -0.440
H 1.165 -0.650 -16.876 -0.091 0.344 0.195
H 1.176 -1.667 -15.416 -0.280 -0.101 -0.012
H 2.242 -2.394 -18.048 0.195 0.044 -0.127
H -0.038 -2.488 -18.138 -0.658 -0.182 -0.269
H -0.113 -3.526 -16.711 0.250 0.181 0.296
H -0.297 -5.059 -18.232 -0.070 -0.489 -0.676
H 1.460 -5.100 -17.931 0.172 -0.391 -0.263
H 0.777 -6.190 -20.473 -0.029 -0.095 -0.027
H 2.383 -5.354 -20.511 0.184 -0.565 -0.458
H 1.027 -4.786 -21.583 0.451 -0.815 -0.524
C 5.957 -4.462 -15.170 -0.836 0.156 -0.172
C 4.811 -4.248 -16.131 -0.673 -0.122 -1.429
C 4.701 -5.307 -17.263 0.379 0.131 -0.031
O 3.556 -4.205 -15.447 0.652 -0.704 1.259
H 6.879 -4.711 -15.696 -0.053 -0.129 0.071
H 5.604 -5.277 -14.538 0.519 -0.053 0.245
H 6.097 -3.551 -14.589 0.104 -0.145 0.235
H 4.832 -3.258 -16.587 0.749 0.135 -0.431
H 3.762 -5.151 -17.794 -0.093 -0.158 0.127
H 4.804 -6.341 -16.936 -0.560 0.101 0.523
H 5.480 -5.282 -18.024 0.360 0.661 0.000
H 3.000 -3.606 -15.951 -0.783 0.111 -0.583
C 0.382 -5.182 -13.847 -0.285 0.778 0.454
C 1.343 -5.403 -12.675 -0.829 -1.508 -0.307
C 0.654 -6.303 -11.638 0.839 -0.716 0.266
O 2.489 -6.022 -13.260 0.095 -0.082 1.201
H 0.758 -4.302 -14.368 -0.375 0.071 -0.385
H -0.639 -5.039 -13.493 -0.058 0.486 -0.019
H 0.314 -6.017 -14.545 0.500 -0.168 0.217
H 1.597 -4.487 -12.142 0.124 0.354 -0.326
H 0.541 -7.327 -11.995 -0.633 0.122 -0.627
H -0.281 -5.855 -11.300 -0.107 -0.160 -0.283
H 1.212 -6.536 -10.731 0.526 0.717 0.114
H 2.889 -5.351 -13.818 0.301 0.149 -0.497
C 6.485 -10.200 -17.608 -0.418 -0.019 0.523
C 7.148 -8.869 -17.806 1.022 0.582 0.607
C 7.099 -7.895 -16.639 -0.643 -0.736 0.405
O 8.524 -9.122 -18.025 -0.117 -0.876 -0.363
H 6.679 -10.771 -18.516 -0.248 -0.277 0.205
H 5.422 -10.106 -17.387 -0.211 0.122 -0.512
H 6.847 -10.723 -16.723 0.547 -0.046 -0.137
H 6.706 -8.372 -18.670 -0.125 0.026 -0.379
H 7.774 -8.252 -15.861 -0.268 -0.343 0.228
H 6.059 -7.924 -16.311 0.042 0.565 0.567
H 7.454 -6.884 -16.837 -0.328 0.059 -0.536
H 8.830 -8.261 -18.320 0.604 0.555 -0.591
```
Forces are in eV/Å.

## Properties
HOMO level	-8.2889	eV
energy	-2354.1148	Ha
energy above the lowest of the compared OMol25 structures with the same formula, charge and spin	129.0	kJ/mol
lowest unoccupied orbital energy	0.50	eV
SMILES	COCCNCCOC.COCCNCCOC.COCCNCCOC.COCCNCCOC.CC(C)O.CC(C)O.CC(C)O
maximum force	0.05799	hartree/bohr
2S+1	1
net charge	0